Computed, not measured: 2 unconnected molecules or ions with the total composition C9H13NO2 at a distorted geometry, with ωB97M-V/def2-TZVPD.

Calculated values
Frontier orbital gap   9.29 eV
LUMO   0.60 eV
Total charge   0
Molecular weight   167.21 g mol⁻¹
Total energy   -555.96799 Eh
Relative energy (zero: lowest compared OMol25 entry of this formula, charge and spin)   93.8 kJ/mol
SMILES   Cc1ccc(O)cc1.CC(N)=O

Structure (XYZ):
```
25
Properties=species:S:1:pos:R:3:forces:R:3:nbo_charge:R:1
C 1.947416 4.713557 -1.039626 1.11 -0.52 0.03 -0.7177
C 1.712379 3.597156 -0.055265 -1.30 0.72 1.27 0.6777
O 2.564673 3.084207 0.633653 0.55 -0.19 -0.52 -0.5994
N 0.390088 3.409253 0.300513 -0.35 -0.35 0.06 -0.8477
H 0.225631 2.985874 1.199610 0.26 -0.20 -0.11 0.3916
H -0.437771 3.791422 -0.124975 0.43 0.24 -0.38 0.3923
H 3.011935 4.723203 -1.268620 -0.06 -0.15 -0.29 0.2394
H 1.795353 5.611146 -0.457987 -0.42 0.42 -0.05 0.2380
H 1.356484 4.689786 -1.946567 -0.23 0.03 0.01 0.2261
C 0.453053 -4.391428 0.427303 -0.18 0.50 -0.90 -0.6333
C -1.562007 -0.696727 0.056038 -1.28 0.86 -0.75 0.2670
C -1.972680 -1.553647 1.064010 0.41 -0.66 -0.33 -0.2647
C -0.825464 -1.122684 -1.029132 0.96 -0.20 0.37 -0.2548
C -1.414775 -2.827289 1.075713 -0.46 -0.10 -0.38 -0.2015
C -0.216473 -2.372848 -0.957558 -0.46 -0.60 0.39 -0.1981
C -0.441930 -3.198337 0.144181 0.33 0.22 -0.02 -0.0194
O -2.136557 0.593371 -0.025338 0.85 -0.42 0.69 -0.7004
H -1.738809 1.048289 0.731874 -0.39 0.23 -0.27 0.4699
H -2.740881 -1.253114 1.760876 -0.01 0.03 0.04 0.2238
H -0.576911 -0.423669 -1.813102 -0.26 0.00 -0.18 0.2278
H -1.868671 -3.632428 1.645369 0.40 0.28 0.70 0.2118
H 0.341786 -2.834994 -1.764342 0.34 0.58 -0.07 0.2129
H 0.875231 -4.226762 1.411177 -0.20 -0.59 0.38 0.2243
H 1.322405 -4.375619 -0.233320 -0.16 -0.02 -0.20 0.2147
H -0.063513 -5.337724 0.265516 0.11 -0.12 0.52 0.2198
```
Positions in Å, forces in eV/Å.

---

Computed, not measured: C6H16O5Si in the gas phase at a distorted geometry, with ωB97M-V/def2-TZVPD.

Calculated values
Frontier orbital gap   9.47 eV
LUMO   0.77 eV
Total charge   0
Molecular weight   196.28 g mol⁻¹
Total energy   -903.93123 Eh
Relative energy (zero: lowest compared OMol25 entry of this formula, charge and spin)   12.0 kJ/mol
SMILES   CO[Si](OC)(OC)[C@@H](O)[C@H](C)O

Structure (XYZ):
```
28
Properties=species:S:1:pos:R:3:forces:R:3:nbo_charge:R:1
C 2.526391 1.633802 1.932198 -1.25 1.98 0.79 -0.6309
C -3.111122 -0.325909 1.120349 0.96 1.24 1.02 -0.2124
C -1.077228 0.687470 -2.745027 -0.80 -0.11 -0.61 -0.2362
C 0.052558 -2.831425 -1.110099 -2.28 -2.70 -1.44 -0.2599
C 1.409671 1.383051 0.910818 2.33 0.88 1.56 0.0405
C 1.095659 -0.055946 0.957893 -4.10 -0.87 -1.61 -0.2137
O 0.365408 2.340587 1.035482 0.81 -1.10 0.10 -0.6916
O 2.196126 -0.793707 0.533855 -0.20 -1.43 1.10 -0.7131
O -2.076697 0.026916 0.255142 -0.93 1.29 0.13 -0.9373
O -0.258551 0.434837 -1.670771 1.10 -0.52 2.18 -0.9160
O -0.900419 -2.011136 -0.495997 -0.41 0.45 -0.56 -0.9106
Si -0.688225 -0.398304 -0.305750 3.71 -0.62 1.14 2.1791
H 3.301033 2.375420 1.694465 -0.72 0.38 -0.24 0.2084
H 3.106067 0.776891 2.073815 0.50 -1.67 0.53 0.2182
H 1.972635 1.944507 2.842851 0.77 -0.24 -0.10 0.2129
H -3.954379 0.140856 0.694983 -1.37 0.58 0.02 0.1809
H -2.885719 0.078179 2.138384 -0.37 -0.35 -0.72 0.1787
H -3.293418 -1.363220 1.162935 0.09 -1.39 0.04 0.1805
H -1.974172 1.177371 -2.386532 -0.62 -0.13 -0.22 0.1731
H -1.276184 -0.258655 -3.264879 -0.29 0.41 -0.23 0.1740
H -0.582519 1.398911 -3.379197 0.29 0.15 -0.62 0.1800
H -0.146473 -3.846457 -0.710125 1.26 0.51 0.86 0.1873
H 0.997473 -2.368752 -1.017465 1.37 -0.42 -0.09 0.1935
H -0.229914 -3.205854 -2.169253 0.49 1.82 0.81 0.1632
H 1.935291 1.469474 0.001356 0.19 0.72 -1.93 0.1373
H 0.881381 -0.376265 1.954234 -0.40 -0.31 0.74 0.1871
H 0.074535 2.293806 0.135255 -1.18 0.68 -0.82 0.4712
H 2.540795 -0.326448 -0.188921 1.05 0.77 -1.82 0.4560
```
Positions in Å, forces in eV/Å.

---

Computed, not measured: a molecular structure, C43H43N3O7P2PtS at a distorted geometry, with ωB97M-V/def2-TZVPD.

Calculated values
Frontier orbital gap   5.62 eV
LUMO   -7.18 eV
Total charge   +2
Molecular weight   1002.92 g mol⁻¹
Total energy   -3555.03008 Eh
Relative energy (zero: lowest compared OMol25 entry of this formula, charge and spin)   216.2 kJ/mol

Structure (XYZ):
```
100
Properties=species:S:1:pos:R:3:forces:R:3:mulliken_charge:R:1
Pt -0.718919 -0.367138 -0.321451 0.36 -1.68 -2.95 1.7435
C -0.344072 3.378114 0.247031 -0.06 0.02 -0.02 -1.3276
C -1.610702 2.606286 0.269749 0.13 -0.10 0.35 -0.0789
N -1.731024 1.282970 0.292366 0.13 0.63 0.02 -0.0628
C -3.080453 0.991388 0.352835 0.15 -0.11 0.32 0.6134
C -3.788730 2.143059 0.375819 0.14 0.27 -0.08 0.1296
N -2.844006 3.137165 0.328542 0.00 0.04 0.13 0.1549
C -5.230684 2.502071 0.213292 -0.03 -0.09 0.11 0.2772
O -6.116326 1.554435 0.443538 0.09 0.03 -0.10 -0.5165
O -5.496029 3.615744 -0.145147 -0.05 0.06 0.11 -0.5340
C -3.455829 -0.422418 0.410221 0.32 -0.47 0.12 0.9390
O -4.571989 -0.822773 0.632126 -0.05 0.09 -0.16 -0.7927
O -2.404816 -1.229669 0.229592 -1.21 0.14 0.50 -0.3268
H 0.491918 2.711703 0.045618 -0.01 -0.01 -0.02 0.1226
H -0.179601 3.855120 1.214594 0.01 -0.01 0.00 0.4335
H -0.375035 4.163071 -0.509598 0.01 -0.01 -0.01 0.3717
H -3.087026 4.120734 0.317439 -0.01 -0.02 0.00 0.3468
H -5.695885 0.690593 0.645297 -0.04 -0.09 0.03 0.3893
C -1.887447 0.267051 -7.879884 0.03 0.06 0.05 -0.6599
S -0.671986 1.600872 -7.812017 -0.05 -0.09 -0.07 -0.0501
C 0.136071 1.176647 -6.256897 -0.06 0.03 0.00 -0.7768
C -0.697280 1.564620 -5.041278 0.15 -0.06 0.19 -0.1111
C 0.013397 1.353766 -3.698891 -0.17 -0.28 -0.58 -0.9347
N -0.086239 -0.078672 -3.208964 0.58 -0.20 -0.12 1.2850
P 1.238697 -0.377461 -2.022495 0.01 0.74 0.61 -0.6766
C 2.613262 0.351364 -2.982710 -0.14 0.57 0.46 0.6609
C 2.747469 -0.015459 -4.320510 0.13 -0.02 -0.01 0.2183
C 3.844263 0.431021 -5.040200 -0.01 -0.09 -0.02 -1.1815
C 4.800477 1.237991 -4.435029 0.01 0.01 0.04 -0.6980
C 4.669385 1.589997 -3.100009 0.04 -0.03 -0.01 -0.8652
C 3.580924 1.136931 -2.366931 -0.09 0.06 0.01 -0.5393
C 2.241901 -1.806654 -1.523498 -0.07 -0.42 -0.28 0.5863
C 2.748203 -2.749998 -2.417824 0.01 0.11 0.06 -0.0109
C 3.608913 -3.729965 -1.957363 0.05 -0.05 -0.01 -0.9198
C 3.975446 -3.771557 -0.616237 0.01 0.00 -0.03 -0.6763
C 3.480823 -2.826117 0.266615 0.00 0.04 -0.05 -0.7514
C 2.608406 -1.841110 -0.183160 0.07 0.04 -0.05 -0.4318
P -1.572623 -0.425063 -2.496084 0.09 0.88 -0.04 0.9623
C -2.287866 -1.909464 -3.182027 0.11 -0.17 0.22 0.2735
C -3.093105 -2.786797 -2.461364 -0.08 0.01 -0.02 -0.1793
C -3.730217 -3.821515 -3.130213 0.01 0.03 0.00 -0.9028
C -3.562118 -3.975715 -4.500379 0.00 0.02 -0.02 -0.9837
C -2.746159 -3.102909 -5.209819 -0.01 0.01 -0.03 -0.9139
C -2.099973 -2.064131 -4.554823 0.02 -0.03 0.00 -0.3698
C -2.826814 0.820612 -2.839182 -0.41 0.08 0.40 1.7171
C -2.705322 2.196478 -2.565408 0.01 -0.18 -0.21 -0.1502
C -3.738598 3.066531 -2.826942 -0.08 0.05 -0.04 -0.9837
C -4.954073 2.591028 -3.313326 -0.01 0.06 0.01 -0.8685
C -5.120966 1.237038 -3.528814 0.02 -0.08 0.03 -1.0228
C -4.074754 0.353898 -3.290326 0.11 0.16 -0.04 -0.9111
H -2.390123 0.345605 -8.841565 -0.01 -0.01 0.01 0.4359
H -2.636322 0.353806 -7.091316 -0.01 -0.01 -0.02 0.1226
H -1.390640 -0.703302 -7.824510 -0.01 0.01 -0.03 0.1863
H 1.084435 1.716417 -6.260024 0.03 -0.04 0.03 0.3530
H 0.353911 0.105816 -6.268965 0.09 -0.01 0.04 0.1176
H -1.636528 1.011352 -5.060058 -0.10 0.12 -0.02 -0.2873
H -0.946742 2.625494 -5.115289 -0.07 -0.01 -0.02 0.5537
H -0.358448 2.037682 -2.944647 0.08 -0.04 0.08 -0.4684
H 1.059231 1.596551 -3.818881 0.03 -0.02 -0.07 1.4405
H 2.005730 -0.644762 -4.796108 -0.03 0.05 -0.05 0.7421
H 3.952458 0.149740 -6.079977 0.00 -0.01 0.02 0.5235
H 5.652966 1.583603 -5.004361 -0.02 0.01 0.00 0.4455
H 5.412507 2.218160 -2.626912 0.00 -0.03 0.00 0.4718
H 3.492576 1.398806 -1.318514 -0.01 0.02 -0.02 0.4335
H 2.502647 -2.709509 -3.471369 -0.04 0.00 0.00 0.4787
H 4.016019 -4.452882 -2.652493 -0.02 -0.01 0.02 0.4944
H 4.663453 -4.530521 -0.268455 -0.02 -0.01 0.00 0.4495
H 3.775983 -2.845324 1.307660 0.00 0.02 -0.01 0.5210
H 2.225351 -1.109306 0.514620 0.06 0.00 -0.02 0.5009
H -3.238767 -2.660835 -1.396996 0.03 -0.01 0.01 0.3812
H -4.369253 -4.499878 -2.580773 0.02 0.00 0.00 0.5253
H -4.077362 -4.772697 -5.020851 0.02 0.00 0.01 0.4328
H -2.627132 -3.216855 -6.279806 0.02 -0.01 0.02 0.4907
H -1.476933 -1.371731 -5.109400 0.01 -0.04 -0.01 0.2593
H -1.799690 2.600432 -2.147698 0.00 0.02 -0.04 0.5302
H -3.615536 4.125374 -2.637918 0.00 -0.02 0.02 0.4667
H -5.769983 3.278595 -3.494215 0.02 -0.01 -0.01 0.4914
H -6.068445 0.852568 -3.881639 0.01 0.00 0.00 0.5370
H -4.243094 -0.694709 -3.471502 -0.01 -0.02 -0.03 0.5362
C -0.032155 -6.082436 -4.194717 0.01 -0.05 0.07 -0.5436
O -0.328697 -6.502167 -2.863527 -0.01 0.04 -0.08 -0.4566
C -0.380310 -5.583786 -1.898107 0.05 0.03 -0.07 0.5185
C -0.568410 -6.069464 -0.598299 -0.02 -0.03 0.04 -1.2455
C -0.562617 -5.186262 0.444349 0.06 0.01 -0.03 -1.3493
C -0.370629 -3.801300 0.255407 -0.41 -0.12 0.13 0.0366
C -0.182132 -2.931699 1.390024 0.25 0.13 -0.12 0.8502
C -0.278194 -3.431229 2.797579 0.02 -0.01 -0.01 -1.8687
O 0.146819 -1.745825 1.215388 -0.14 0.74 1.19 -0.6356
C -0.312582 -3.329938 -1.063607 0.11 0.51 -0.05 -0.0755
O -0.268301 -1.995145 -1.422416 -0.10 -1.13 0.44 -0.1688
C -0.278626 -4.211487 -2.127477 -0.02 -0.02 -0.18 0.2155
H -0.024752 -6.985556 -4.794911 0.00 -0.01 0.00 0.3244
H 0.950440 -5.608085 -4.235497 0.00 0.02 0.00 0.2607
H -0.795856 -5.399013 -4.567750 -0.04 0.02 -0.02 0.1314
H -0.685972 -7.133420 -0.445960 -0.01 0.02 -0.01 0.5515
H -0.692481 -5.571087 1.446501 0.07 0.04 0.00 0.5631
H 0.321085 -4.327681 2.951502 -0.03 -0.01 0.00 0.4328
H -1.319278 -3.672610 3.027802 0.02 -0.05 -0.03 0.3858
H 0.059191 -2.649984 3.471970 -0.01 0.02 0.00 0.4791
H -0.201097 -3.809830 -3.127268 0.00 -0.02 0.01 0.4122
```
Positions in Å, forces in eV/Å.

---

Computed, not measured: a molecular structure, C26H23BF4N5O3Pd at a distorted geometry, with ωB97M-V/def2-TZVPD.

Calculated values
Multiplicity   5
Frontier orbital gap (spin up / spin down)   6.31 / 4.26 eV
LUMO (spin up / spin down)   -10.48 / -12.53 eV
Total charge   +3
Molecular weight   646.73 g mol⁻¹
Total energy   -2055.40297 Eh

Structure (XYZ):
```
63
Properties=species:S:1:pos:R:3:forces:R:3:lowdin_spin:R:1
Pd 0.293130 -0.718154 0.468565 1.23 -1.13 0.13 1.5183
N 5.910516 0.454635 -2.952262 0.13 0.07 -0.07 0.0005
C 5.058189 0.589452 -1.927369 -0.24 0.00 0.22 0.0013
O 4.934690 1.595132 -1.254737 0.01 -0.01 -0.12 0.0011
C 4.173651 -0.599203 -1.596904 0.18 -0.03 -0.05 0.0064
C 4.389242 -1.913899 -1.988868 -0.12 0.03 0.08 -0.0050
C 3.502264 -2.899978 -1.572867 0.01 0.06 0.04 0.0077
C 2.439184 -2.547076 -0.764866 0.13 -0.21 0.00 0.0140
N 2.253006 -1.279310 -0.375636 -0.78 0.42 0.22 0.1449
C 3.088315 -0.325653 -0.781373 0.18 0.01 0.01 0.0111
H 6.523499 1.225807 -3.165687 0.01 0.03 0.03 0.0001
H 5.967136 -0.357716 -3.537273 -0.03 -0.06 0.01 0.0000
H 5.249702 -2.188211 -2.585172 -0.02 -0.01 -0.04 0.0000
H 3.631862 -3.932060 -1.865299 0.02 -0.01 0.04 0.0011
H 1.741586 -3.291645 -0.404164 -0.08 0.05 -0.04 0.0029
H 2.936682 0.688367 -0.433506 -0.03 0.02 -0.04 0.0022
F -0.690247 -0.532292 -1.667587 -0.18 -0.01 -0.11 0.0461
B -1.591355 -1.518767 -1.111881 0.30 -0.11 0.54 0.0011
F -2.101574 -0.901549 0.098910 -0.21 -0.05 -0.20 0.0233
F -0.735711 -2.544817 -0.632464 -0.16 -0.02 -0.13 0.0437
F -2.564766 -1.857412 -1.968971 0.23 -0.60 0.25 0.0055
C -3.765149 -0.721740 -4.030042 -0.20 -0.48 -0.82 0.0096
O -3.465702 0.154670 -2.919154 0.01 0.77 -0.01 0.2056
C -2.530964 1.043979 -2.964646 -0.28 -0.19 0.22 0.1524
C -1.717383 1.319806 -4.084683 0.27 0.14 -0.33 0.0879
C -0.824154 2.348844 -4.018892 -0.06 -0.09 -0.06 0.0325
C -0.696648 3.121488 -2.838754 0.05 -0.02 -0.18 0.2529
C -1.452897 2.834870 -1.705245 -0.53 -0.25 0.28 0.0069
C -2.363574 1.803437 -1.738024 0.59 0.44 -0.23 0.1511
N -3.269645 1.496833 -0.718876 -0.28 0.10 0.35 0.0318
C -3.354215 1.804160 0.554573 -0.20 -0.28 -0.30 0.0568
C -2.392082 2.192312 1.530739 0.23 0.38 0.54 0.0776
C -2.883876 2.742310 2.717056 -0.32 -0.24 -0.84 0.1176
C -2.059185 3.008637 3.816785 0.45 0.08 0.34 0.2429
C -0.696808 2.679338 3.776943 -0.13 0.05 0.01 -0.0111
C -0.174299 2.096375 2.651555 0.18 0.02 0.06 0.2101
C -0.978282 1.843969 1.478165 -0.04 0.13 -0.35 0.0862
O -0.477170 1.330362 0.449742 -0.05 0.35 0.49 0.2829
H -4.524008 -1.407094 -3.671083 0.04 0.07 0.09 -0.0003
H -2.879671 -1.279728 -4.331535 0.01 0.10 0.20 0.0043
H -4.149224 -0.149047 -4.874609 -0.01 0.18 0.18 0.0055
H -1.821041 0.741648 -4.992460 -0.07 -0.02 0.04 0.0023
H -0.226010 2.593614 -4.886577 0.03 0.01 0.04 -0.0011
H -0.016880 3.963513 -2.824990 0.02 -0.02 0.01 0.0106
H -1.367560 3.455698 -0.827425 0.05 0.07 0.03 -0.0017
H -4.058000 0.953072 -1.069205 -0.13 0.17 0.01 0.0010
H -4.353100 1.650454 0.954375 -0.02 -0.05 -0.08 0.0013
H -3.938456 2.991153 2.774670 0.00 -0.07 0.12 0.0022
H -2.479500 3.455190 4.708922 -0.04 0.02 -0.04 0.0089
H -0.065354 2.889624 4.630335 -0.01 -0.02 0.00 -0.0042
H 0.875783 1.839086 2.574832 -0.01 0.01 0.05 0.0069
N 0.731151 -4.209287 7.112027 0.00 0.06 -0.06 -0.0020
C 0.711799 -3.621642 6.125814 0.06 -0.11 0.15 0.0000
C 0.675076 -2.902097 4.887979 -0.07 0.04 -0.14 -0.0033
C 1.819470 -2.293389 4.376328 -0.08 -0.01 -0.03 0.0055
C 1.726394 -1.623661 3.171889 0.16 0.07 0.03 0.0081
N 0.577454 -1.537105 2.493939 -0.30 0.28 -0.63 0.1132
C -0.526054 -2.122129 2.981285 -0.05 -0.12 0.21 0.0116
C -0.520891 -2.815024 4.174666 0.09 0.04 -0.03 0.0061
H 2.763386 -2.348204 4.899569 0.00 0.00 0.00 0.0008
H 2.592509 -1.141350 2.737284 -0.01 -0.03 -0.03 0.0011
H -1.433903 -2.039384 2.395527 0.03 -0.02 -0.04 0.0027
H -1.420310 -3.289217 4.540619 -0.01 0.01 0.00 0.0007
```
Positions in Å, forces in eV/Å.

---

Question: Which value of total charge does entry 3 give?
Answer: +2